Entry 1:
68
Properties=species:S:1:pos:R:3:nbo_charge:R:1 method="wB97M-V/def2-TZVPD" de_lowest_kcal_mol=0.00 total_charge=0
W 0.96347 -1.36554 1.38585 0.319
N 1.28691 -3.46843 5.46636 -0.789
C 1.17363 -3.11285 4.16185 0.263
S 1.49283 -1.45139 3.76196 -0.010
N 0.83109 -4.00757 3.30313 -0.408
N 0.73823 -3.51470 2.00511 -0.329
C 0.58030 -4.48598 1.16867 0.188
C 0.37729 -4.39180 -0.24602 -0.245
C 0.49895 -5.53601 -1.04654 -0.132
C 0.21860 -5.47768 -2.39214 -0.254
C -0.22297 -4.27322 -2.94446 -0.173
C -0.37901 -3.14102 -2.17004 -0.235
C -0.06435 -3.18981 -0.80745 0.433
O -0.22001 -2.11471 -0.04466 -0.753
H 1.71729 -2.83165 6.11071 0.402
H 1.29617 -4.45001 5.68388 0.402
H 0.59724 -5.47981 1.60625 0.213
H 0.82022 -6.46379 -0.58816 0.215
H 0.32721 -6.35607 -3.01297 0.220
H -0.45620 -4.22357 -4.00076 0.218
H -0.73414 -2.21481 -2.59820 0.224
C -2.10440 1.34868 3.86720 -0.642
C -0.89081 0.88181 3.11409 -0.184
S -1.23590 -0.48329 2.04599 -0.093
C 0.31867 1.44359 3.18800 -0.165
C 0.66577 2.63025 4.04665 -0.650
S 1.72464 0.87711 2.27389 -0.020
H -2.56448 0.51044 4.39353 0.224
H -2.85227 1.74737 3.17627 0.221
H -1.86628 2.11400 4.60209 0.217
H 1.12477 2.30623 4.98400 0.226
H -0.20193 3.24815 4.26873 0.219
H 1.39504 3.26149 3.53559 0.221
F 4.23850 2.75429 -4.95296 -0.322
C 3.42078 2.32895 -3.97239 0.413
C 2.65750 3.25948 -3.29596 -0.286
C 1.81574 2.81611 -2.28578 -0.190
C 1.74546 1.46537 -1.95487 -0.458
C 2.52843 0.55737 -2.66647 -0.125
C 3.37291 0.97977 -3.68237 -0.307
Sb 0.36005 0.70926 -0.52730 1.618
C -1.20930 0.22027 -1.88869 -0.437
C -2.38209 -0.39442 -1.44617 -0.196
C -3.37983 -0.75258 -2.33963 -0.313
C -3.18526 -0.49497 -3.68330 0.474
F -4.14613 -0.84818 -4.55812 -0.335
C -2.04224 0.11238 -4.16001 -0.316
C -1.05588 0.47176 -3.24923 -0.199
C -0.43132 2.53511 0.20700 -0.444
C 0.39966 3.54590 0.68537 -0.199
C -0.12821 4.71149 1.21955 -0.295
C -1.50186 4.84243 1.27654 0.409
F -2.02427 5.96665 1.80505 -0.324
C -2.35828 3.86824 0.80689 -0.309
C -1.80999 2.71385 0.26560 -0.124
H 2.72408 4.30497 -3.56430 0.234
H 1.20309 3.54014 -1.76417 0.227
H 2.48191 -0.50099 -2.43691 0.214
H 3.98642 0.28671 -4.24141 0.234
H -2.51698 -0.61528 -0.39540 0.241
H -4.29144 -1.23232 -2.01019 0.234
H -1.93363 0.29873 -5.21984 0.232
H -0.15749 0.94578 -3.62445 0.226
H 1.47584 3.42391 0.66302 0.229
H 0.50360 5.50408 1.59702 0.234
H -3.42785 4.01762 0.86610 0.233
H -2.47720 1.94522 -0.10448 0.216
Te 3.18978 -1.62249 0.33384 0.168



Entry 2:
82
Properties=species:S:1:pos:R:3:mulliken_spin:R:1 method="wB97M-V/def2-TZVPD" multiplicity=7 total_charge=-2
Tb -0.14232 0.50541 -0.82701 5.895
O -4.24736 2.09932 2.53522 0.000
C -3.72891 1.00161 3.11493 -0.001
C -4.08939 0.70987 4.43096 0.000
C -3.60607 -0.42037 5.06141 0.000
C -2.75970 -1.29120 4.39079 0.000
C -2.38536 -1.00180 3.09443 0.000
C -2.85224 0.13633 2.43922 0.001
C -2.38561 0.39734 1.05712 0.015
O -1.63790 -0.45767 0.48291 0.026
N -2.79082 1.52578 0.49473 0.003
N -2.26412 1.72693 -0.76787 0.004
C -2.64717 2.79223 -1.38342 -0.002
C -2.24562 3.10584 -2.72641 0.001
C -2.83104 4.20665 -3.35584 0.000
C -2.58001 4.51249 -4.67387 0.000
C -1.72312 3.69689 -5.41041 0.000
C -1.10582 2.62258 -4.81851 -0.003
C -1.30806 2.29401 -3.45156 0.008
O -0.67871 1.30495 -2.92046 0.020
H -3.82151 2.16568 1.63218 0.000
H -4.74846 1.39545 4.94580 0.000
H -3.89928 -0.62751 6.08110 0.000
H -2.38834 -2.17919 4.87861 0.000
H -1.71936 -1.65701 2.55293 0.000
H -3.34819 3.48267 -0.89501 0.000
H -3.51473 4.81926 -2.78107 0.000
H -3.05670 5.36318 -5.13785 0.000
H -1.54049 3.91560 -6.45682 0.000
H -0.42703 1.99411 -5.38108 0.000
N -1.94276 -1.07459 -2.46717 -0.008
N -1.66686 -2.46824 -2.53522 0.001
C -0.38994 -2.85363 -2.78707 0.001
N -0.08920 -4.16514 -2.53881 0.000
S 0.69948 -1.84477 -3.52007 -0.002
H -2.89593 -0.90843 -2.79195 0.000
H -1.30229 -0.59405 -3.12324 0.005
H -2.17943 -2.98916 -1.82861 0.000
H -0.59213 -4.65158 -1.81106 0.000
H 0.89543 -4.37378 -2.59098 0.000
F 4.43645 6.49952 -4.20591 0.000
C 4.13918 5.73773 -3.12265 0.000
C 3.14635 4.82061 -3.21707 0.000
N 2.77299 4.05145 -2.17616 0.001
C 1.77539 3.02459 -2.31498 -0.004
C 2.48971 1.58929 -2.31269 0.005
O 3.53718 1.52158 -2.93235 -0.001
O 1.89014 0.70009 -1.66880 0.015
C 3.46569 4.08285 -0.97579 0.000
O 3.22920 3.35791 -0.04418 0.000
N 4.45146 5.05187 -0.91671 0.000
C 4.87825 5.94039 -1.89847 0.000
O 5.75252 6.75308 -1.66953 0.000
H 2.59754 4.69473 -4.13968 0.000
H 1.25338 3.14346 -3.26361 -0.001
H 1.06889 3.07696 -1.48025 0.008
H 4.92863 5.11168 -0.02363 0.000
O 0.92320 0.64552 1.20081 0.007
N 0.63822 1.85154 1.39499 0.000
O 0.12632 2.44487 0.41044 0.007
O -0.01373 -8.09320 5.74733 0.000
S -0.41796 -6.76335 5.31415 0.000
O -0.64882 -5.81124 6.39662 0.000
O -1.43560 -6.76162 4.27358 0.000
C 1.06208 -5.99111 4.55703 0.000
N 2.22915 -6.11529 5.17640 0.000
C 3.22773 -5.38903 4.70985 0.000
C 3.09567 -4.51300 3.64031 0.000
C 1.83451 -4.46090 3.04924 0.000
N 0.84093 -5.21428 3.51914 0.000
C 1.48449 -3.60958 1.90353 0.001
C 2.35825 -2.73402 1.26376 0.001
C 1.89843 -1.94378 0.22019 0.000
N 0.63434 -1.96277 -0.20308 0.002
C -0.19527 -2.81777 0.40253 -0.002
C 0.17402 -3.66185 1.42816 -0.002
H 4.17945 -5.51118 5.21603 0.000
H 3.92383 -3.91286 3.30032 0.000
H 3.38226 -2.63472 1.58278 0.000
H 2.56917 -1.27000 -0.30603 -0.001
H -1.22160 -2.80558 0.05956 0.000
H -0.52494 -4.33866 1.89383 0.000



Entry 3:
68
Properties=species:S:1:pos:R:3:nbo_charge:R:1 method="wB97M-V/def2-TZVPD" de_lowest_kcal_mol=0.00 total_charge=0
Pb -0.06844 0.89231 0.60215 1.462
C 0.28592 -1.13507 4.82108 -0.277
C 0.52399 -0.36694 3.65832 0.094
N -0.26320 -0.38884 2.59959 -0.551
C -1.31942 -1.23746 2.59569 0.107
C -1.66627 -2.00892 3.75048 -0.066
C -0.82063 -1.93749 4.89789 -0.109
C -2.74372 -2.90996 3.72733 -0.267
C -3.45602 -3.05781 2.53961 -0.161
C -3.18866 -2.25767 1.40710 -0.303
C -2.13911 -1.28259 1.42137 0.224
N -1.83474 -0.41693 0.45410 -0.836
C -2.51400 -0.29213 -0.73948 0.233
C -2.57918 -1.27315 -1.62169 -0.273
C -3.06452 -0.95192 -2.91453 -0.180
C -3.45273 0.30712 -3.26690 -0.203
C -3.45800 1.30071 -2.30443 -0.085
C -3.88398 2.62633 -2.58715 -0.116
C -3.75034 3.57205 -1.63782 -0.260
C -3.20201 3.28217 -0.37718 0.077
N -2.81006 2.04767 -0.08871 -0.450
C -2.96781 1.06950 -1.02014 0.109
H 1.05439 -0.98817 5.56955 0.226
H 1.43244 0.19409 3.61708 0.204
H -1.03037 -2.47955 5.83377 0.227
H -3.00991 -3.40928 4.67698 0.214
H -4.32405 -3.74086 2.51168 0.218
H -3.65185 -2.44739 0.50644 0.218
H -2.16883 -2.27110 -1.53367 0.225
H -2.95739 -1.79650 -3.63654 0.211
H -3.84878 0.58965 -4.23266 0.228
H -4.33495 2.93186 -3.53386 0.231
H -3.96541 4.59108 -1.99878 0.230
H -3.00041 4.03481 0.32631 0.203
C 5.90845 1.90899 -0.70575 -0.681
C 4.44311 2.26947 -0.96435 -0.117
S 3.18184 1.28452 -0.66818 0.079
C 4.37299 3.68875 -1.45727 -0.088
C 3.64258 3.89938 -2.75164 -0.694
S 5.13565 4.84386 -0.53202 0.060
H 6.14999 0.84837 -0.52220 0.233
H 6.20783 2.48590 0.15243 0.260
H 6.51464 2.34359 -1.51314 0.229
H 4.04388 3.29687 -3.57679 0.240
H 3.67392 4.99121 -3.07067 0.247
H 2.59287 3.65105 -2.56806 0.264
C 1.60926 -4.46277 3.21068 -0.604
C 2.76106 -3.96414 2.31518 -0.430
C 2.24485 -3.04084 1.22695 0.022
N 1.82658 -1.86485 1.40054 -0.267
N 1.30295 -1.29622 0.23195 -0.445
C 1.33751 -2.12578 -0.76254 0.257
N 0.93656 -1.79161 -2.05971 -0.836
S 2.08360 -3.63241 -0.33250 0.385
H 2.08235 -5.02342 4.04858 0.214
H 0.93195 -5.13087 2.65771 0.213
H 0.97887 -3.73960 3.66118 0.223
H 3.33420 -4.83050 1.78940 0.216
H 3.51276 -3.45811 2.90453 0.233
H 0.35631 -0.91364 -2.08177 0.460
H 0.99627 -2.53504 -2.78818 0.411
N 0.05455 0.80040 -2.25093 -0.576
C -0.18893 1.87350 -2.53241 0.477
C -0.57994 3.14213 -2.98161 -0.628
C -0.31425 4.29760 -2.24726 0.298
N -0.20109 5.25482 -1.60315 -0.385
C -1.17424 3.11876 -4.28183 0.314
N -1.58083 3.02103 -5.37015 -0.386



Max |F| for every record listed, in sequence, given in eV/Å: 0.21, 2.51, 3.61.
Total energy for every record listed, in sequence, given in Eh: -3467.270185, -4384.433787, -3038.353843.